{"formula": "C7H7N3S", "method": "the ωB97M-V functional and the def2-TZVPD basis", "largest_force_ha_per_bohr": 0.0993, "e_lumo_ev": [0.1, 0.1], "orbital_gap_ev": [7.6, 7.6], "homo_energy_ev": [-7.5, -7.5], "e_tot_ev": -22673.2013, "total_charge": 0, "elements": ["C", "C", "C", "C", "C", "C", "C", "N", "N", "N", "S", "H", "H", "H", "H", "H", "H", "H"], "xyz": [[2.676583, 0.216370, 0.030739], [1.479880, 0.737192, 0.618689], [2.599052, -1.089489, -0.547653], [0.397722, -1.149636, 0.110774], [-0.969969, 0.763363, 0.197528], [-1.789743, 0.474345, -1.078387], [-2.536684, -0.762137, 0.889763], [0.365367, 0.154287, 0.217030], [1.551966, -1.815846, -0.191179], [-1.660685, 0.068529, 1.242249], [-2.802697, -0.942804, -0.905379], [3.594934, 0.735046, 0.236542], [1.688136, 1.580868, 1.258527], [3.414095, -1.434506, -1.101541], [-0.958135, 1.768629, 0.387698], [-2.375476, 1.382743, -0.889041], [-1.443043, 0.467603, -2.118944], [-3.231308, -1.154564, 1.642582]], "atomic_forces_ev_per_a": [[-2.0, -0.5, 0.8], [4.7, 0.6, -2.0], [-1.2, 2.9, 2.2], [-0.1, -3.4, -1.7], [0.5, -4.6, -0.6], [-0.1, 1.9, -0.3], [-0.8, 0.7, -0.8], [0.0, 1.7, 1.2], [-0.3, -0.4, -0.4], [-1.1, 0.5, 1.4], [-0.5, -0.7, 1.8], [0.3, 0.0, -0.2], [-1.2, 0.4, 0.1], [1.0, -1.1, -0.8], [0.6, 2.5, 0.5], [-0.9, -0.3, -1.2], [0.8, 0.4, 0.6], [0.5, -0.5, -0.5]]}